{"formula": "C6H15N2", "method": "ωB97M-V/def2-TZVPD", "e_above_lowest_kj_mol": 648.4, "e_lumo_ev": -8.3469, "total_charge": 1, "homo_ev": -13.21, "e_tot_ev": -9433.252, "homo_lumo_gap_ev": 4.8628, "symbols": ["C", "N", "C", "C", "C", "C", "C", "N", "H", "H", "H", "H", "H", "H", "H", "H", "H", "H", "H", "H", "H", "H", "H"], "xyz": [[-0.2668, -1.2907, 1.8935], [-0.8126, -0.2474, 1.0348], [-0.5556, -0.5355, -0.3668], [-1.2990, 0.4799, -1.2335], [-0.7545, 0.6717, -2.6117], [0.0154, 1.7030, -2.9554], [1.1922, -1.7411, 1.8226], [1.0159, 1.4322, 1.0344], [-0.4664, -0.9887, 2.9259], [-0.8605, -2.1882, 1.6439], [0.2130, 0.7461, 1.2552], [0.5249, -0.4243, -0.5920], [-0.9203, -1.5474, -0.5580], [-2.3752, 0.2313, -1.1595], [-1.4259, 1.4429, -0.7189], [-1.1021, -0.0492, -3.3482], [0.5481, 1.7504, -3.8926], [0.0701, 2.5192, -2.2444], [1.9655, -0.9752, 1.8103], [1.3440, -2.2909, 0.8882], [0.7729, 2.4156, 1.0096], [1.4102, -2.4011, 2.6564], [1.7666, 1.2873, 1.7060]], "forces_ev_per_angstrom": [[-0.48, 0.96, 1.38], [1.17, -2.69, -0.82], [-1.03, 1.99, 0.32], [-1.74, 0.82, 0.69], [-0.30, -0.11, -0.46], [-0.52, -0.48, 0.59], [0.61, -0.55, -1.50], [0.66, -0.90, -0.61], [-0.33, -0.09, -0.22], [-0.21, 0.20, 0.04], [0.75, 1.86, 0.00], [0.10, -0.44, 0.34], [0.46, -0.38, 0.05], [0.33, -0.53, -0.79], [1.02, 0.04, 0.11], [0.60, -0.22, 0.00], [-0.30, 0.24, -0.18], [0.62, 0.04, -0.04], [-0.42, 0.44, 0.23], [0.13, -0.15, 0.24], [-0.61, -0.10, 0.36], [-0.24, -0.08, 0.05], [-0.28, 0.10, 0.21]], "nbo_charge": [-0.324, 0.094, -0.351, -0.472, -0.215, -0.336, -0.616, -0.859, 0.240, 0.305, 0.303, 0.324, 0.289, 0.235, 0.233, 0.216, 0.225, 0.192, 0.237, 0.228, 0.402, 0.264, 0.386]}